The following is a quantum chemistry calculation of 2 unconnected molecules or ions with the total composition C3H9NS2, from the OMol25 dataset.

Cartesian coordinates (Å):
1 C -1.2876 -0.4772 -0.4690
2 S -0.4619 -1.5396 0.6257
3 S 0.4815 -3.1456 -0.1201
4 H -1.8120 -0.9950 -1.3705
5 H -0.3841 0.0637 -0.9807
6 H -1.7610 0.4326 -0.0499
7 H 0.1641 -3.2998 -1.5204
8 C 0.4923 2.4167 -0.9036
9 C 0.0887 3.3342 0.0480
10 N 0.7533 4.2716 0.7158
11 H 1.5338 2.4331 -1.1630
12 H -0.2054 2.0162 -1.6301
13 H -0.9741 3.2790 0.3008
14 H 1.7854 4.3140 0.5650
15 H 0.3049 5.1750 0.6955

Computed properties:
- SMILES string: C=CN.CSS
- F_max: 5.5 eV Å⁻¹
- E_tot: -970.72843 hartree
- Relative energy (zero: lowest compared OMol25 entry of this formula, charge and spin): 64.8 kcal/mol
- Molecular weight: 123.2 g/mol
- Frontier orbital gap: 8.23 eV

Mulliken population analysis, charges in e, atoms 1 to 5: number 1, C, carries -0.6070; number 2, S, carries -0.0353; number 3, S, carries -0.2154; number 4, H, carries 0.3020; number 5, H, carries 0.1083

The following is a quantum chemistry calculation of a single C3H9NS2 molecule, from the OMol25 dataset.

Cartesian coordinates (Å):
1 N 2.4471 -0.4110 0.9896
2 C 1.2630 -1.2925 1.0426
3 C 0.5590 -1.5111 -0.2861
4 S 0.1425 -0.0313 -1.2110
5 S -1.1427 0.8384 0.6135
6 C -2.2519 1.5662 -0.5573
7 H 2.1258 0.5378 1.1401
8 H 2.7301 -0.4711 0.0137
9 H 1.5301 -2.2620 1.4692
10 H 0.5861 -0.8191 1.7718
11 H 1.2831 -2.0795 -0.8872
12 H -0.2987 -2.1931 -0.2649
13 H -1.7987 2.2697 -1.2498
14 H -2.9776 0.9259 -1.0793
15 H -3.0078 2.1094 0.0461

Computed properties:
- SMILES string: CSSCCN
- F_max: 3.3 eV Å⁻¹
- E_tot: -970.78975 hartree
- Relative energy (zero: lowest compared OMol25 entry of this formula, charge and spin): 26.3 kcal/mol
- Molecular weight: 123.2 g/mol
- Frontier orbital gap: 8.05 eV

Mulliken population analysis, charges in e, atoms 1 to 5: number 1, N, carries -0.5947; number 2, C, carries -0.5229; number 3, C, carries -0.6889; number 4, S, carries -0.0836; number 5, S, carries -0.0515

The following is a quantum chemistry calculation of a single C3H9NS2 molecule, from the OMol25 dataset.

Cartesian coordinates (Å):
1 N 0.6722 -0.8043 -1.0086
2 C -0.1886 -0.7587 0.1877
3 C -1.6348 -1.0298 -0.2531
4 C 0.0729 0.7077 0.6899
5 S 1.3246 1.1826 -0.6668
6 S 1.9503 3.0522 0.1074
7 H 1.4771 -1.3833 -0.8171
8 H 0.2363 -1.0410 -1.8891
9 H 0.1179 -1.4950 0.9607
10 H -2.0742 -1.5890 0.5756
11 H -2.3231 -0.2217 -0.5083
12 H -1.5983 -1.7914 -1.0361
13 H -0.8768 1.2272 0.6792
14 H 0.6219 0.9559 1.5845
15 H 2.2226 2.9887 1.3940

Computed properties:
- F_max: 1.9 eV Å⁻¹
- E_tot: -970.77369 hartree
- Relative energy (zero: lowest compared OMol25 entry of this formula, charge and spin): 36.4 kcal/mol
- Molecular weight: 123.2 g/mol
- Frontier orbital gap: 8.22 eV

Mulliken population analysis, charges in e, atoms 1 to 5: number 1, N, carries -0.5412; number 2, C, carries 0.3966; number 3, C, carries -1.3766; number 4, C, carries -0.8598; number 5, S, carries 0.0488